# 1
C23H19FeNO9 | ωB97M-V with the def2-TZVPD basis set

XYZ file:
```
53
Properties=species:S:1:pos:R:3:lowdin_spin:R:1
C 0.4709 -0.7245 3.4733 0.01
C -0.7779 -0.6768 2.5884 0.00
C -2.0642 -0.4275 3.3852 0.00
O -0.6544 0.4088 1.6458 0.00
C 0.3257 0.2305 0.6608 0.06
O 0.8257 1.2140 0.1464 0.15
C 0.6337 -1.1082 0.2671 0.45
C 1.8436 -1.3680 -0.5165 0.06
C 3.1493 -1.2531 0.2773 0.03
C 3.7557 -2.3789 0.8688 0.00
C 5.0010 -2.2780 1.4880 0.00
C 5.6622 -1.0367 1.5381 0.00
N 6.9014 -0.9080 2.2203 0.00
O 7.4454 0.2189 2.2684 0.00
O 7.4096 -1.9177 2.7566 0.00
C 5.0559 0.0959 0.9678 0.00
C 3.8050 -0.0144 0.3664 0.00
C 0.0429 -2.2126 0.9841 0.06
O 0.4018 -3.3713 0.8503 0.15
O -0.9792 -1.9118 1.8750 0.00
H 1.3899 -0.9123 2.8974 0.00
H 0.5754 0.2359 3.9955 0.00
H 0.3569 -1.5082 4.2332 0.00
H -2.9112 -0.4385 2.6906 0.00
H -2.1926 -1.2215 4.1291 0.00
H -2.0103 0.5450 3.8858 0.00
H 1.7465 -2.3817 -0.8920 0.00
H 1.8706 -0.6556 -1.3388 0.01
H 3.2614 -3.3535 0.7993 0.00
H 5.4845 -3.1467 1.9226 0.00
H 5.5775 1.0476 0.9939 0.00
H 3.3391 0.8659 -0.0887 0.00
O -5.6012 3.8217 -3.6333 -0.01
C -4.8255 3.0793 -3.1831 -0.01
Fe -3.8449 1.9315 -2.3000 1.46
C -4.6981 2.2436 -0.7202 0.02
O -5.3682 2.2571 0.2309 0.01
C -5.1483 0.7959 -2.7675 0.03
O -6.1060 0.1548 -2.8889 0.00
C -1.9456 0.1617 -1.2507 0.34
C -1.9150 -0.4453 -2.5039 0.15
C -2.1748 0.1245 -3.7393 0.28
C -2.7505 1.4161 -3.9241 0.18
C -2.1967 2.6238 -3.3420 0.05
C -1.6644 2.5813 -2.0764 0.29
C -2.1509 1.5861 -1.1549 0.13
H -1.9693 -0.4363 -0.3155 0.02
H -1.5648 -1.4790 -2.5272 0.00
H -2.0245 -0.5055 -4.6338 0.01
H -3.3210 1.5231 -4.8562 0.00
H -2.1925 3.5383 -3.9459 0.01
H -1.0635 3.4152 -1.6861 0.02
H -2.2162 1.9549 -0.1212 0.01
```

Computed properties:
LUMO energy (spin up / spin down): -0.039 / -0.111 hartree
net charge: 0
orbital gap (spin up / spin down): 5.2427 / 6.2060 eV
2S+1: 5

=====

# 2
C23H19N2O7STa | ωB97M-V with the def2-TZVPD basis set

XYZ file:
```
53
Properties=species:S:1:pos:R:3:mulliken_charge:R:1
Ta -0.0123 0.4448 0.5141 2.44
O -1.1996 3.1075 3.2829 -0.48
C -1.2477 2.0466 2.7585 -0.06
O -0.6147 1.7495 1.5970 -0.81
C -2.0694 0.8519 3.2329 -0.01
C -2.9992 0.3884 2.0775 -0.06
C -4.1341 -0.4500 2.6748 -0.97
C -3.3809 -1.7422 3.0442 -0.94
C -1.9646 -1.4350 2.5377 -0.10
O -2.1925 -0.5858 1.3899 -0.54
C -1.2515 -0.4550 3.4921 0.18
C 0.1913 -0.2373 3.0622 -0.31
O 0.9930 0.4376 3.6309 -0.46
O 0.4658 -0.7231 1.8393 -0.51
H -2.6231 1.1654 4.1210 0.76
H -3.2961 1.1804 1.3893 0.60
H -4.5994 0.0388 3.5274 0.41
H -4.9050 -0.6433 1.9310 0.37
H -3.3953 -1.9590 4.1100 0.37
H -3.7966 -2.5975 2.5158 0.36
H -1.3658 -2.3035 2.2591 0.68
H -1.2923 -0.7407 4.5439 0.56
O -1.1366 0.6476 -1.0298 -0.55
S -0.0776 0.3541 -2.0854 1.45
O 0.4850 1.5437 -2.6156 -0.56
N 0.9859 -0.3455 -1.0447 -0.15
C 2.3330 0.0431 -1.2571 -0.55
C 3.1487 -0.3985 -2.2721 -0.27
C 4.4423 0.1318 -2.4179 -0.96
C 4.9378 1.0585 -1.5365 -0.89
C 4.1420 1.5162 -0.4634 0.38
C 4.5731 2.4377 0.5118 -0.41
C 3.7077 2.8185 1.5142 -1.01
C 2.4146 2.2905 1.5473 0.16
N 1.9724 1.4345 0.6359 -0.17
C 2.8127 1.0219 -0.3515 1.18
C -0.7578 -0.8095 -3.2285 0.59
C -0.7229 -0.6011 -4.5968 -0.34
C -1.2622 -1.5846 -5.4172 -0.72
C -1.8265 -2.7287 -4.8701 -0.44
C -1.8522 -2.9120 -3.4925 -0.71
C -1.3074 -1.9487 -2.6590 -0.40
H 2.7996 -1.1642 -2.9477 0.59
H 5.0532 -0.2069 -3.2398 0.43
H 5.9340 1.4573 -1.6551 0.47
H 5.5834 2.8175 0.4616 0.51
H 4.0002 3.5212 2.2771 0.46
H 1.7313 2.5460 2.3508 0.39
H -0.3055 0.3099 -4.9972 0.50
H -1.2418 -1.4530 -6.4875 0.43
H -2.2689 -3.4774 -5.5116 0.44
H -2.3019 -3.7984 -3.0745 0.44
H -1.3045 -2.0612 -1.5805 0.24
```

Computed properties:
LUMO energy: -0.274 hartree
energy relative to the best compared isomer or geometry (same formula, charge and spin): 142.0 kJ/mol
net charge: +2
orbital gap: 7.6997 eV

=====

# 3
C23H19N5O | ωB97M-V with the def2-TZVPD basis set

XYZ file:
```
48
Properties=species:S:1:pos:R:3:mulliken_charge:R:1
N -5.3461 -1.7656 -0.5191 -0.57
C -4.3228 -1.2936 -0.2940 -0.96
C -3.0816 -0.7108 0.0022 0.01
C -3.0030 0.4796 0.6527 0.17
N -4.0673 1.2595 0.9776 -0.39
H -3.9681 1.9927 1.6597 0.23
H -4.9871 0.8716 0.8432 0.26
C -1.6187 0.9161 1.1022 3.09
C -1.3026 0.0535 2.2314 -0.59
N -1.0559 -0.6365 3.1074 -0.66
C -1.6091 2.2788 1.5995 -0.66
N -1.6301 3.3401 2.0216 -0.55
C -0.4984 0.7354 0.0229 2.17
C -0.2393 2.0338 -0.6689 -0.30
C 0.9574 2.6792 -0.7780 -0.65
O 0.8219 3.8095 -1.4854 -0.37
C -0.4685 3.9056 -1.8368 -0.64
C -1.1764 2.8442 -1.3685 -0.91
H -2.2245 2.6613 -1.4944 0.52
H -0.7624 4.7618 -2.4102 0.45
H 1.9319 2.4301 -0.4057 0.53
C -0.8492 -0.3620 -1.0043 1.15
C -1.8478 -1.3546 -0.4632 0.27
C -1.6409 -2.6677 -0.4854 -0.70
C -0.3439 -3.2472 -0.9725 -1.14
N 0.7623 -2.3102 -0.8797 0.09
C 0.4130 -1.0729 -1.5425 -2.04
H 0.2417 -1.3286 -2.5928 0.25
H 1.2637 -0.3896 -1.5007 0.62
C 1.2546 -2.1861 0.4879 -0.61
C 2.4113 -1.2318 0.6004 0.40
C 3.4170 -1.2293 -0.3595 -0.29
C 4.4717 -0.3397 -0.2681 -0.68
C 4.5398 0.5534 0.7892 -0.50
C 3.5539 0.5435 1.7604 -0.81
C 2.4952 -0.3444 1.6662 -0.31
H 1.7341 -0.3553 2.4354 0.42
H 3.6050 1.2294 2.5933 0.41
H 5.3619 1.2503 0.8589 0.41
H 5.2449 -0.3430 -1.0224 0.41
H 3.3560 -1.9283 -1.1798 0.45
H 1.6038 -3.1844 0.7800 0.49
H 0.4638 -1.8998 1.1999 0.42
H -0.4476 -3.5425 -2.0253 0.39
H -0.0973 -4.1458 -0.4029 0.47
H -2.3968 -3.3531 -0.1318 0.51
H -1.3376 0.1376 -1.8520 0.87
H 0.4181 0.4559 0.5517 -1.16
```

Computed properties:
LUMO energy: 0.010 hartree
energy relative to the best compared isomer or geometry (same formula, charge and spin): 213.5 kJ/mol
net charge: 0
SMILES: N#CC1=C(N)C(C#N)(C#N)[C@H](c2ccoc2)[C@H]2CN(Cc3ccccc3)CC=C12
orbital gap: 8.9475 eV

=====

# 4
C23H20AsN5RuS3 | ωB97M-V with the def2-TZVPD basis set

XYZ file:
```
53
Properties=species:S:1:pos:R:3:mulliken_charge:R:1
Ru 1.2013 -0.9182 0.4877 0.12
S 1.1882 -1.1978 2.7714 -0.15
C 0.0472 -2.3654 3.0623 0.69
C -0.1093 -2.8230 4.4144 -0.21
N -0.2124 -3.1650 5.5067 -0.26
C -0.7385 -2.8697 2.0207 0.75
S -0.5730 -2.3197 0.4358 -0.15
C -1.7308 -3.8748 2.2557 -0.31
N -2.5407 -4.6748 2.4235 -0.27
N 2.7114 -1.0218 -3.3476 -0.04
C 1.4056 -0.8844 -3.8255 0.67
C 0.8876 -0.8435 -5.1160 -1.18
C -0.4780 -0.7038 -5.2176 -0.53
C -1.3017 -0.6024 -4.0797 -0.92
C -0.7779 -0.6351 -2.8052 -0.08
C 0.6024 -0.7811 -2.6953 -0.04
N 1.4275 -0.8564 -1.5688 0.46
C 2.6641 -0.9983 -2.0129 0.11
C 3.7481 -1.1049 -1.0393 -0.27
C 5.0806 -1.2429 -1.1814 -0.10
S 5.8321 -1.2919 0.3529 -0.04
C 4.3401 -1.1293 1.1162 -0.25
N 3.3239 -1.0452 0.2847 0.09
H 3.5386 -1.1304 -3.9135 0.26
H 1.5167 -0.9156 -5.9936 0.45
H -0.9320 -0.6727 -6.1987 0.42
H -2.3704 -0.5008 -4.2149 0.46
H -1.4078 -0.5603 -1.9270 0.24
H 5.6613 -1.3176 -2.0888 0.42
H 4.2369 -1.1066 2.1921 0.42
C 1.6914 2.3017 -0.1792 -1.27
As 0.3093 1.3521 0.7901 1.39
C 0.5062 2.0396 2.5738 -1.42
C -1.3250 2.1569 0.0996 -1.20
C -2.5257 1.8334 0.9359 0.22
C -2.8677 2.6351 2.0162 -0.35
C -4.0107 2.3628 2.7577 -0.72
C -4.8112 1.2834 2.4243 -0.44
C -4.4716 0.4733 1.3518 -0.89
C -3.3288 0.7468 0.6127 0.15
H 1.5301 2.1924 -1.2495 0.33
H 2.6743 1.9132 0.0803 0.33
H 1.6413 3.3532 0.1013 0.51
H -0.1876 1.5560 3.2569 0.46
H 0.2997 3.1079 2.5330 0.43
H 1.5270 1.8763 2.9126 0.47
H -1.4235 1.8256 -0.9325 0.54
H -1.0476 3.2118 0.1196 0.64
H -2.2571 3.4966 2.2668 0.40
H -4.2806 3.0006 3.5894 0.41
H -5.7078 1.0781 2.9940 0.42
H -5.1038 -0.3637 1.0837 0.44
H -3.0720 0.1202 -0.2370 0.40
```

Computed properties:
LUMO energy (spin up / spin down): -0.332 / -0.311 hartree
energy relative to the best compared isomer or geometry (same formula, charge and spin): 65.2 kJ/mol
net charge: +2
orbital gap (spin up / spin down): 5.1706 / 5.7532 eV

=====

# 5
C23H20BrN2O5Sr | ωB97M-V with the def2-TZVPD basis set

XYZ file:
```
52
Properties=species:S:1:pos:R:3:mulliken_charge:R:1
Sr 0.4948 -0.0948 0.6777 2.20
C -0.4548 2.9065 2.0401 -0.72
O -0.7087 2.0874 0.8718 -0.19
C -1.5909 2.4857 -0.1211 0.90
C -2.2989 3.6717 -0.0995 -0.87
C -3.1607 3.9833 -1.1430 -0.84
Br -4.1132 5.6056 -1.0888 -0.18
C -3.3216 3.1242 -2.2044 -0.63
C -2.6125 1.9257 -2.2360 1.13
C -1.7395 1.5949 -1.1937 0.34
O -1.0358 0.4230 -1.2090 -0.93
C -2.7531 0.9815 -3.3458 0.01
N -2.0889 -0.1524 -3.3845 -0.36
C -2.4599 -0.7884 -4.5610 0.40
C -2.0610 -2.0114 -5.0959 -0.80
C -2.6128 -2.3832 -6.3036 -0.54
C -3.5396 -1.5647 -6.9702 -0.44
C -3.9427 -0.3514 -6.4511 -0.99
C -3.3819 0.0163 -5.2332 0.61
N -3.5477 1.1370 -4.4328 -0.06
H -1.0220 3.8263 2.0289 0.35
H 0.6077 3.1347 2.0580 0.25
H -0.7250 2.3233 2.9165 0.25
H -2.2056 4.3759 0.7107 0.33
H -3.9996 3.3935 -3.0022 0.49
H -1.3144 -0.0651 -2.1033 0.56
H -1.3471 -2.6387 -4.5794 0.43
H -2.3284 -3.3256 -6.7515 0.39
H -3.9465 -1.8968 -7.9156 0.39
H -4.6569 0.2726 -6.9712 0.39
H -4.1463 1.9210 -4.6222 0.22
C 4.1067 0.5723 6.9150 -0.81
O 4.5053 -0.6745 6.3555 -0.43
C 3.9765 -1.0497 5.1800 1.00
C 4.4253 -2.3004 4.6945 -1.08
C 3.9400 -2.7539 3.5125 -0.85
C 2.9934 -2.0355 2.7222 -0.18
C 2.5414 -2.5978 1.4889 1.15
C 3.0142 -3.9290 0.9648 -1.25
O 1.7055 -2.0314 0.7267 -0.77
C 2.5440 -0.7577 3.2322 0.56
O 1.6899 -0.0001 2.6224 -0.79
C 3.0639 -0.3069 4.4653 -0.50
H 4.6507 0.6670 7.8491 0.24
H 3.0335 0.5844 7.1132 0.33
H 4.3703 1.3982 6.2521 0.33
H 5.1418 -2.8639 5.2741 0.45
H 4.2983 -3.7098 3.1653 0.16
H 3.7312 -4.4646 1.5717 0.36
H 3.4438 -3.7580 -0.0230 0.30
H 2.1333 -4.5559 0.8212 0.30
H 2.7046 0.6494 4.8115 0.39
```

Computed properties:
LUMO energy: -0.105 hartree
energy relative to the best compared isomer or geometry (same formula, charge and spin): 9.0 kJ/mol
net charge: +1
orbital gap: 7.4976 eV

=====

Computed values of energy (unit: hartree) for the preceding records, in sequence: -2883.2058 -1978.8093 -1236.8039 -4686.9319 -3978.8242.